The following is a quantum chemistry calculation of 2 unconnected molecules or ions with the total composition C20H17N4O11 at a distorted geometry, from the Open Molecules 2025 dataset.

Strongest force on any atom = 3.01 eV Å⁻¹
Electronic energy = -49490.2208 eV
ΔE to the lowest compared entry with this formula, charge and spin = 0.0 kcal per mole
E_HOMO = -4.68 eV
Kohn-Sham gap = 4.6 eV
Charge = -1

The geometry in XYZ format:
```
52
Properties=species:S:1:pos:R:3:lowdin_charge:R:1
C 2.99046 3.88056 1.52598 -0.077
C 2.81233 2.38578 1.47436 -0.217
O 1.37448 2.14325 1.46049 -0.019
C 0.98789 0.91358 1.07215 -0.442
C -0.48568 0.70598 1.22152 0.005
C -1.41677 1.79996 1.32329 -0.351
C -2.91924 1.50870 1.37639 -0.141
C -3.52140 0.71249 2.35915 -0.048
C -4.91324 0.58459 2.42139 -0.092
C -5.71028 1.22022 1.46206 -0.117
C -5.11904 2.01983 0.47696 -0.100
C -3.73244 2.18766 0.46586 -0.035
O -1.07442 2.98413 1.35199 0.026
C -0.98109 -0.66391 1.09936 -0.471
O -2.15134 -1.02772 0.95428 0.028
O -0.01567 -1.59461 1.15462 -0.025
C -0.58166 -2.92072 1.07425 -0.235
C 0.59053 -3.85507 1.08653 -0.072
O 1.78507 0.10500 0.61570 0.046
H 4.05427 4.13072 1.50319 0.071
H 2.51478 4.34797 0.65724 0.078
H 2.55571 4.29584 2.44010 0.078
H 3.26066 1.97656 0.56309 0.093
H 3.23870 1.87162 2.34686 0.126
H -2.90282 0.20842 3.10015 0.117
H -5.36385 -0.02685 3.20970 0.094
H -6.79213 1.08927 1.47668 0.087
H -5.72218 2.52432 -0.28058 0.091
H -3.25251 2.84669 -0.25920 0.113
H -1.25446 -3.08887 1.93085 0.127
H -1.16082 -3.00469 0.14243 0.114
H 0.23718 -4.88786 1.04733 0.073
H 1.24522 -3.68426 0.22423 0.065
H 1.17966 -3.72607 2.00096 0.081
O 4.74857 -3.00311 -2.45838 0.082
N 3.51697 -3.13793 -2.47643 -0.309
O 2.95759 -4.26419 -2.46482 0.027
C 2.59608 -2.01003 -2.52314 -0.041
C 1.23672 -2.29716 -2.62360 0.107
C 0.27783 -1.26117 -2.59779 -0.106
N -1.13358 -1.55180 -2.70215 -0.306
O -1.50869 -2.74193 -2.78158 0.059
O -1.93045 -0.58721 -2.71594 0.072
C 0.64429 0.08565 -2.44969 0.141
C 1.99807 0.36433 -2.41381 -0.112
N 2.62245 1.58581 -2.15891 -0.147
O 2.18036 2.70948 -1.98341 0.109
O 3.97409 1.28882 -1.99877 0.045
N 4.22742 -0.07281 -2.16685 0.161
C 3.01278 -0.61535 -2.41887 -0.138
H 0.91713 -3.33211 -2.73348 0.136
H -0.09354 0.87818 -2.41174 0.149
```

=====

The following is a quantum chemistry calculation of 2 unconnected molecules or ions with the total composition C20H17NO4 at a distorted geometry, from the Open Molecules 2025 dataset.

Strongest force on any atom = 2.94 eV Å⁻¹
Electronic energy = -30690.0571 eV
ΔE to the lowest compared entry with this formula, charge and spin = 145.1 kcal per mole
E_HOMO = -7.67 eV
Kohn-Sham gap = 6.3 eV

The geometry in XYZ format:
```
42
Properties=species:S:1:pos:R:3:lowdin_charge:R:1
C 6.11188 -1.95454 -1.67067 -0.068
O 5.56130 -0.62854 -1.78245 -0.087
C 4.20962 -0.45332 -1.62415 -0.234
C 3.72045 0.88765 -1.65452 0.012
C 2.37733 1.12837 -1.46164 -0.002
C 1.46424 0.07363 -1.14238 -0.182
C 0.10414 0.38617 -0.72565 0.028
C -1.07905 -0.26569 -1.23619 -0.177
C -2.27374 0.51935 -1.33298 -0.029
C -3.51073 -0.08916 -1.45595 -0.062
C -3.60327 -1.48443 -1.61849 -0.057
C -2.42081 -2.24375 -1.71727 -0.072
C -1.16862 -1.63848 -1.62695 -0.006
C 1.96014 -1.24659 -1.15762 -0.010
C 3.29898 -1.52126 -1.42429 0.001
H 7.19792 -1.80271 -1.71036 0.095
H 5.83768 -2.44004 -0.71318 0.099
H 5.79642 -2.60401 -2.51141 0.099
H 4.42905 1.68975 -1.86010 0.123
H 2.02106 2.15148 -1.46272 0.119
H -0.04269 1.46875 -0.62073 0.130
H -2.21626 1.61295 -1.22062 0.118
H -4.41711 0.53192 -1.38925 0.117
H -4.57833 -1.96312 -1.69440 0.106
H -2.49092 -3.33282 -1.83832 0.109
H -0.25996 -2.23808 -1.76726 0.096
H 1.30349 -2.05097 -0.83659 0.108
H 3.64277 -2.55892 -1.47088 0.108
O -3.88970 2.89667 0.76612 0.030
N -3.90353 2.72049 2.00412 -0.312
O -4.81497 3.17045 2.73072 0.048
C -2.82518 1.96283 2.61877 -0.165
C -2.85534 1.69055 4.00265 -0.033
C -1.83646 0.86956 4.51332 -0.094
C -0.84381 0.32619 3.67818 0.001
C -0.78815 0.58793 2.22577 -0.332
O -0.00887 0.14115 1.28407 -0.054
C -1.79547 1.49946 1.81230 0.039
H -3.66685 2.11165 4.58780 0.106
H -1.86824 0.63562 5.59539 0.110
H -0.10256 -0.33271 4.13996 0.099
H -1.77587 1.78654 0.76788 0.078
```

=====

The following is a quantum chemistry calculation of a molecular structure, C20H18BiCl3F3N4O3SSe, from the Open Molecules 2025 dataset.

Strongest force on any atom = 0.72 eV Å⁻¹
Electronic energy = -160873.0735 eV
E_HOMO = -10.98 eV
Kohn-Sham gap = 7.9 eV
Charge = +1

The geometry in XYZ format:
```
54
Properties=species:S:1:pos:R:3:lowdin_charge:R:1
Bi -0.29169 0.15705 -0.33411 1.431
Cl 1.37823 1.82137 6.72468 0.709
C 1.17696 1.14716 5.14989 -0.670
C 0.45538 1.82815 4.19301 -0.124
C 0.29758 1.26466 2.93870 -0.544
Cl -0.61911 2.18550 1.77932 0.711
C 0.82117 0.02246 2.57512 -0.432
O 0.66497 -0.59043 1.39132 -0.426
C 1.55009 -0.62485 3.58585 -0.569
Cl 2.22574 -2.18044 3.26820 0.753
C 1.73137 -0.08482 4.84438 -0.116
H 0.01625 2.79145 4.41645 0.113
H 2.30254 -0.63077 5.58228 0.113
C 3.52085 -2.16722 -0.49279 0.001
N 2.56282 -3.21510 -0.13006 -0.100
C 2.83691 -4.33181 0.62076 -0.041
C 1.69279 -5.04640 0.70553 -0.017
N 0.73166 -4.35701 -0.00060 -0.097
C -0.64024 -4.81663 -0.19865 -0.005
C 1.27621 -3.23197 -0.49344 -0.626
Se 0.50159 -2.00464 -1.69383 0.684
H 4.48455 -2.41472 -0.05821 0.107
H 3.18930 -1.20479 -0.10792 0.057
H 3.60566 -2.10808 -1.57515 0.098
H 3.81532 -4.53031 1.02408 0.139
H 1.48578 -5.98193 1.19553 0.137
H -0.67287 -5.88736 -0.01954 0.101
H -0.93778 -4.61397 -1.22341 0.076
H -1.31232 -4.31056 0.48760 0.076
N -3.87034 -1.45506 -1.41344 0.116
C -3.63318 -0.75392 -0.29252 -0.830
S -2.45047 -1.34036 0.79594 0.572
N -4.29933 0.39230 -0.16566 0.081
C -4.29695 1.38999 0.86454 -0.248
C -4.58700 2.68563 0.44906 -0.031
C -4.63165 3.71628 1.37206 -0.068
C -4.39095 3.45812 2.71413 -0.074
C -4.12555 2.16067 3.12465 -0.075
C -4.08143 1.11890 2.20881 -0.064
H -3.39418 -2.33133 -1.52588 0.093
H -4.65817 -1.26769 -2.01477 0.123
H -4.86064 0.65899 -0.96154 0.151
H -4.77546 2.88968 -0.60054 0.117
H -4.86121 4.72074 1.04073 0.113
H -4.42484 4.26379 3.43596 0.112
H -3.96316 1.94617 4.17334 0.114
H -3.90264 0.11074 2.54541 0.076
F 2.78756 3.25360 -2.45955 0.161
C 3.40361 2.51585 -1.53637 -0.559
F 3.85954 3.33305 -0.57883 0.164
F 4.45078 1.91352 -2.11058 0.163
C 2.46583 1.45598 -0.90160 -0.549
O 2.90505 0.76906 0.00170 0.053
O 1.28389 1.41262 -1.41711 -0.250
```

=====

The following is a quantum chemistry calculation of a molecular structure, C20H18CaCl2N3O4S, from the Open Molecules 2025 dataset.

Strongest force on any atom = 0.26 eV Å⁻¹
Electronic energy = -88018.7275 eV
ΔE to the lowest compared entry with this formula, charge and spin = 13.4 kcal per mole
E_HOMO = -4.65 eV
Kohn-Sham gap = 7.0 eV
Charge = -1

The geometry in XYZ format:
```
49
Properties=species:S:1:pos:R:3:lowdin_charge:R:1
Ca 0.03675 0.16267 -0.72319 1.181
O 3.74822 -1.16249 -2.54115 0.018
C 2.76101 -0.95682 -1.84381 -0.637
O 1.54772 -0.79550 -2.20533 -0.191
C 2.97766 -0.87863 -0.32202 -0.178
C 4.22084 -0.84548 0.28859 0.005
C 4.26665 -0.73347 1.67241 -0.049
C 3.08912 -0.65622 2.41030 -0.001
C 1.89144 -0.69059 1.71819 -0.180
N 1.86221 -0.80708 0.39524 0.034
C 0.51052 -0.55120 2.36952 -0.610
O 0.43249 -0.59118 3.59232 0.022
O -0.44450 -0.38909 1.52868 -0.199
H 5.10792 -0.89403 -0.32662 0.114
H 5.22415 -0.69384 2.17851 0.100
H 3.07414 -0.55931 3.48658 0.111
C -3.99323 0.78383 1.94157 -0.057
C -2.84228 1.74790 1.83307 -0.296
C -2.59767 2.45711 0.65986 -0.078
C -1.50551 3.30998 0.55447 -0.142
C -0.63852 3.45577 1.62829 -0.110
C -0.87523 2.75345 2.80189 -0.082
C -1.96844 1.90826 2.90210 -0.066
H -3.62314 -0.22662 2.12900 0.068
H -4.58904 0.77398 1.02722 0.068
H -4.65146 1.04794 2.77177 0.075
H -3.27336 2.34572 -0.18344 0.098
H -1.31114 3.83870 -0.36766 0.072
H 0.23126 4.09323 1.53276 0.098
H -0.18539 2.83239 3.63272 0.105
H -2.10876 1.32021 3.80102 0.117
Cl -1.34126 1.63901 -2.91598 0.636
C 0.19518 1.86845 -3.74292 -0.654
C 0.21961 1.56770 -5.09192 -0.136
C 1.40015 1.70958 -5.79636 -0.102
C 2.53232 2.15016 -5.12779 -0.126
C 2.47814 2.44364 -3.77896 -0.681
Cl 3.94427 2.98695 -3.02559 0.637
C 1.30636 2.31198 -3.00531 -0.773
S 1.24786 2.66452 -1.30363 0.471
H -0.68073 1.21487 -5.57700 0.094
H 1.44155 1.46678 -6.84942 0.095
H 3.47403 2.25688 -5.64860 0.097
N -2.31722 -2.07216 0.07292 -0.048
N -1.94991 -1.35742 -1.12674 -0.142
H -3.32084 -2.04240 0.19789 0.057
H -1.86985 -1.59331 0.85480 0.022
H -2.74092 -0.85108 -1.51058 0.063
H -1.68296 -2.05024 -1.81821 0.080
```

=====

The following is a quantum chemistry calculation of a molecular structure, C20H18Cl4N2O2PtS2Se at a distorted geometry, from the Open Molecules 2025 dataset.

Strongest force on any atom = 18.17 eV Å⁻¹
Electronic energy = -168440.2600 eV
ΔE to the lowest compared entry with this formula, charge and spin = 552.4 kcal per mole
E_HOMO (alpha / beta) = 0.11 / 0.11 eV
Kohn-Sham gap (alpha / beta) = 4.4 / 4.4 eV
Charge = -2

The geometry in XYZ format:
```
50
Properties=species:S:1:pos:R:3:lowdin_charge:R:1
Pt -0.01944 -1.72526 -0.02423 0.486
S -0.43165 -3.44883 1.43226 0.533
C 1.06635 -3.62740 2.30631 -0.713
C 1.16411 -4.58053 3.32423 -0.155
C 2.33033 -4.71903 4.05863 -0.148
C 3.41936 -3.89592 3.79210 -0.149
C 3.33861 -2.95257 2.78051 -0.154
C 2.17357 -2.81944 2.02299 -0.685
S 2.11989 -1.63260 0.74024 0.566
H 0.30049 -5.20004 3.53524 0.086
H 2.38571 -5.46211 4.84605 0.078
H 4.32722 -3.98505 4.37772 0.077
H 4.17377 -2.29730 2.56271 0.086
C -3.69190 2.93867 0.79194 -0.100
N -2.25911 2.83775 0.55267 -0.270
C -1.54852 3.95450 0.01108 -0.064
C -0.30320 3.57363 -0.22403 -0.429
N 1.42699 2.06061 0.67613 -0.283
C 2.02817 1.38531 1.72306 -0.170
C -1.54378 1.72015 0.83138 -0.675
Se -1.92217 0.15013 1.60484 0.559
H -4.09000 3.84114 0.32232 0.063
H -3.88897 2.96607 1.86761 0.071
H -4.18795 2.06016 0.37628 0.063
H -2.07145 4.87269 -0.20074 0.093
H 1.60856 3.65594 -0.53647 0.034
H 2.25257 2.01514 2.59530 0.072
H 2.96176 0.88849 1.44849 0.042
H 1.39856 0.57078 2.09740 0.037
Cl 0.82809 2.75548 -0.27984 0.868
C 0.84802 2.22531 -1.58006 -0.521
C 0.37925 2.78236 -2.84587 -0.042
C 0.93741 2.51517 -4.04749 -0.126
C 1.86057 1.41054 -4.20091 -0.115
C 1.97767 0.53659 -3.17675 -0.056
C 1.19932 0.81954 -1.99874 -0.214
C 0.29114 0.01049 -1.34422 -0.176
H -0.29227 3.62234 -2.67952 0.101
H 0.69508 3.11661 -4.91539 0.078
H 2.39502 1.28751 -5.13465 0.084
H 2.60066 -0.34713 -3.20363 0.106
H -0.42355 0.57012 -0.73888 0.008
H -0.01407 -0.97954 -1.80750 0.049
Cl -4.78806 -1.32273 -0.05127 0.553
C -4.25232 -1.88894 -1.62576 -1.496
Cl -4.85826 -3.55187 -1.87346 0.533
Cl -4.94378 -0.84882 -2.88594 0.542
C -2.64369 -1.93193 -1.76060 -0.813
O -2.22428 -1.97525 -2.90203 -0.009
O -2.08982 -1.95093 -0.63949 -0.304
```